1 | {
  "formula": "C8H12O",
  "method": "the ωB97M-V functional and the def2-TZVPD basis",
  "homo_ha": -0.294,
  "total_charge": 0,
  "homo_lumo_gap_ev": 9.0,
  "smiles": "C=C[C@@]12CCO[C@H]1[C@H]2C",
  "elements": ["C", "C", "C", "C", "C", "C", "C", "C", "H", "H", "H", "H", "H", "H", "H", "H", "H", "H", "H", "H", "O"],
  "xyz": [[1.95123, -1.30626, -0.34235], [0.66663, -1.33295, 0.44673], [-0.84361, -1.36650, -0.04052], [-2.03337, 0.44522, -0.41120], [-1.34637, 0.51880, 1.04046], [0.00707, -0.07862, 0.52845], [0.37223, 1.00417, -0.43254], [1.37624, 1.94377, -0.16687], [2.34887, -2.34682, -0.32852], [1.60314, -0.88861, -1.33309], [2.83284, -0.44978, -0.10361], [0.84507, -2.11507, 1.28177], [-1.42373, -1.96971, 0.67354], [-1.68961, 1.28901, -1.11721], [-3.34579, 0.62471, -0.27412], [-1.90459, -0.05373, 1.89445], [-1.27783, 1.55944, 1.33094], [-0.13109, 0.98058, -1.43130], [1.90961, 2.30801, -0.96766], [1.76386, 2.09230, 0.81122], [-1.68078, -0.85795, -1.05857]],
  "mulliken_charge": [-1.23, 0.23, -0.32, -0.46, -0.73, 0.65, -0.36, -1.23, 0.38, 0.33, 0.20, 0.29, 0.34, 0.29, 0.26, 0.28, 0.32, 0.46, 0.35, 0.33, -0.39]
}

2 | {
  "formula": "C8H12O",
  "method": "the ωB97M-V functional and the def2-TZVPD basis",
  "homo_ha": -0.344,
  "total_charge": 0,
  "homo_lumo_gap_ev": 10.3,
  "smiles": "CC1(C)C=CC[C@]12CO2",
  "elements": ["C", "C", "C", "C", "C", "C", "C", "C", "O", "H", "H", "H", "H", "H", "H", "H", "H", "H", "H", "H", "H"],
  "xyz": [[-2.02147, -0.92276, -0.01885], [-1.59459, 0.31593, -0.19617], [-0.92971, -1.92537, 0.11313], [1.72971, -1.41837, 0.23915], [-0.09475, 0.47417, -0.21061], [0.40566, -0.97166, -0.17818], [0.37037, 1.21152, -1.46700], [0.35132, 1.23468, 1.04420], [1.32351, -1.44836, -1.10487], [-3.05493, -1.22378, 0.02565], [-2.22374, 1.18146, -0.31431], [-0.85941, -2.35286, 1.11296], [-0.96935, -2.72176, -0.62606], [2.49989, -0.69302, 0.47593], [1.84300, -2.38526, 0.71555], [1.45618, 1.25342, -1.50036], [-0.01840, 2.22691, -1.46647], [0.01852, 0.69829, -2.35763], [0.11765, 0.65832, 1.93763], [-0.16585, 2.19095, 1.10306], [1.42272, 1.42659, 1.02025]],
  "mulliken_charge": [-0.44, -0.85, -0.71, -0.83, 1.75, 0.62, -1.75, -1.64, -0.57, 0.46, 0.42, 0.30, 0.34, 0.25, 0.29, 0.34, 0.46, 0.38, 0.36, 0.45, 0.36]
}

It comes down to 2, which is 146.6 kcal/mol more stable than the next structure.

1 | {
  "formula": "CH8SSi2",
  "method": "the ωB97M-V functional and the def2-TZVPD basis",
  "homo_ha": -0.315,
  "total_charge": 0,
  "homo_lumo_gap_ev": 7.2,
  "elements": ["C", "Si", "Si", "S", "H", "H", "H", "H", "H", "H", "H", "H"],
  "xyz": [[-0.80352, 2.07392, -1.03263], [1.30518, -0.04078, 0.37384], [-0.64044, -3.79016, 0.84599], [0.97623, 1.96591, -0.39986], [-0.77751, 1.90552, -2.17854], [-0.97242, 3.10770, -0.60378], [-1.17252, 1.27902, -0.45098], [0.51391, 0.07461, 1.55171], [0.95135, -0.87069, -0.74794], [2.72639, -0.10463, 0.49665], [-1.86201, -3.30172, 1.59851], [-0.24463, -2.29867, 0.54704]],
  "mulliken_charge": [-0.62, 0.53, 0.12, -0.24, 0.24, 0.25, 0.22, -0.08, -0.09, -0.19, -0.05, -0.08]
}

2 | {
  "formula": "CH8SSi2",
  "method": "the ωB97M-V functional and the def2-TZVPD basis",
  "homo_ha": -0.309,
  "total_charge": 0,
  "homo_lumo_gap_ev": 8.5,
  "elements": ["C", "Si", "Si", "S", "H", "H", "H", "H", "H", "H", "H", "H"],
  "xyz": [[1.58717, -0.72734, 0.53478], [-2.13529, -0.29195, -0.37605], [-0.21209, 0.80098, 0.18736], [2.91531, 0.02145, -0.33440], [1.12826, -1.57825, 0.03016], [1.52001, -0.86303, 1.62848], [-2.54011, -1.36077, 0.37086], [-1.69147, -0.90721, -1.68089], [-3.55694, 0.45874, -0.78499], [0.45157, 1.51253, -0.88161], [-0.07177, 1.68013, 1.26097], [2.60536, 1.25472, 0.04533]],
  "mulliken_charge": [-0.78, 0.30, 0.42, -0.16, 0.32, 0.36, -0.13, -0.09, -0.08, -0.10, -0.14, 0.08]
}

It comes down to 2, which is 15.6 kcal/mol more stable than the next structure.

1 | {
  "formula": "C4H10OS",
  "method": "the ωB97M-V functional and the def2-TZVPD basis",
  "homo_ha": -0.327,
  "total_charge": 0,
  "homo_lumo_gap_ev": 6.9,
  "elements": ["C", "C", "C", "C", "H", "H", "H", "H", "H", "H", "H", "H", "H", "H", "O", "S"],
  "xyz": [[-0.19733, 1.62448, 0.47317], [-0.34244, 0.22702, -0.18215], [0.35119, -0.85049, 0.56725], [1.94049, -0.68174, 0.42970], [1.02158, 1.65239, 0.89143], [-0.15336, 2.71953, -0.40265], [-1.06346, 1.59109, 1.46181], [-0.08395, 0.00118, -1.20700], [-2.11843, -1.64006, -0.45423], [0.00218, -0.76140, 1.60377], [-0.13220, -1.90835, 0.24728], [2.39757, 0.03410, 1.31040], [2.45122, -1.76428, 0.61498], [3.29361, 1.52088, -0.73434], [2.34077, 0.02016, -0.90686], [-2.17827, -0.22012, -0.23777]],
  "mulliken_charge": [-0.81, 0.03, -0.75, -0.34, 0.17, 0.24, 0.29, 0.42, 0.13, 0.29, 0.33, 0.24, 0.26, 0.29, -0.54, -0.25]
}

2 | {
  "formula": "C4H10OS",
  "method": "the ωB97M-V functional and the def2-TZVPD basis",
  "homo_ha": -0.291,
  "total_charge": 0,
  "homo_lumo_gap_ev": 8.4,
  "smiles": "CC=[S@@H](=O)CC",
  "elements": ["C", "C", "C", "C", "O", "S", "H", "H", "H", "H", "H", "H", "H", "H", "H", "H"],
  "xyz": [[-1.08974, -1.04399, 0.68852], [-0.90265, -1.55890, 2.11675], [1.78581, 0.63858, -1.45109], [0.31330, 0.77761, -1.37314], [1.08706, 0.20757, 1.26969], [-0.10804, 0.30260, 0.47769], [-2.12315, -0.70680, 0.34768], [-0.43633, -2.56531, 2.00329], [-0.07297, -0.89151, 2.55829], [-1.83584, -1.65044, 2.58899], [2.12631, 1.67701, -1.20396], [2.26549, -0.16969, -0.70711], [2.20592, 0.45527, -2.47847], [-0.25293, -0.02403, -1.88129], [-0.36311, 1.61484, -1.61626], [-0.50955, 1.73930, 0.97683]],
  "mulliken_charge": [-0.44, -0.75, -0.92, -0.54, -0.66, 0.55, 0.20, 0.23, 0.25, 0.34, 0.28, 0.27, 0.33, 0.31, 0.48, 0.06]
}

It comes down to 2, which is 76.4 kcal/mol more stable than the next structure.

1 | {
  "formula": "C4H10OS",
  "method": "the ωB97M-V functional and the def2-TZVPD basis",
  "homo_ha": -0.331,
  "total_charge": 0,
  "homo_lumo_gap_ev": 9.8,
  "smiles": "C[C@H](CO)CS",
  "elements": ["C", "C", "C", "C", "H", "H", "H", "H", "H", "H", "H", "H", "H", "H", "O", "S"],
  "xyz": [[0.09890, -1.53478, 0.65705], [-0.11137, -0.04209, 0.53136], [-1.19421, 0.21483, -0.46242], [1.20089, 0.59146, 0.00987], [0.31180, -1.93490, -0.32551], [0.91569, -1.84819, 1.34864], [-0.82631, -1.89904, 1.16212], [-0.40162, 0.55739, 1.43694], [-2.16446, 0.18875, 0.07925], [-1.13904, 1.20384, -0.83550], [-1.77135, -0.35475, -2.00058], [1.76263, -0.04454, -0.61643], [1.97067, 0.68648, 0.82200], [1.24364, 2.78936, 0.41148], [-1.19909, -0.74159, -1.42138], [1.30322, 2.16774, -0.79687]],
  "mulliken_charge": [-1.42, 0.69, -0.84, -1.19, 0.37, 0.38, 0.34, 0.27, 0.37, 0.50, 0.29, 0.35, 0.45, 0.12, -0.47, -0.20]
}

2 | {
  "formula": "C4H10OS",
  "method": "the ωB97M-V functional and the def2-TZVPD basis",
  "homo_ha": -0.341,
  "total_charge": 0,
  "homo_lumo_gap_ev": 10.0,
  "smiles": "CC=O.CCS",
  "elements": ["C", "C", "S", "H", "H", "H", "H", "H", "H", "O", "C", "C", "H", "H", "H", "H"],
  "xyz": [[-1.15696, -0.76791, -2.92769], [-0.56234, -0.65672, -1.54458], [-1.70368, 0.17647, -0.33414], [-1.99509, -1.44907, -2.90607], [-1.46282, 0.20119, -3.29294], [-0.37261, -1.14071, -3.58541], [0.28913, 0.01176, -1.53656], [-0.28152, -1.60408, -1.10703], [-1.41838, 1.40159, -0.79054], [1.68388, 2.20596, 3.13852], [1.36828, 1.36916, 2.33370], [1.15117, -0.05407, 2.71992], [1.19652, 1.67388, 1.28893], [0.17411, -0.43355, 2.39771], [1.92599, -0.74203, 2.34400], [1.16431, -0.19187, 3.80218]],
  "mulliken_charge": [-0.98, -0.46, -0.24, 0.29, 0.30, 0.34, 0.30, 0.34, 0.11, -0.47, 0.20, -0.81, 0.29, 0.23, 0.26, 0.31]
}

3 | {
  "formula": "C4H10OS",
  "method": "the ωB97M-V functional and the def2-TZVPD basis",
  "homo_ha": -0.337,
  "total_charge": 0,
  "homo_lumo_gap_ev": 10.0,
  "smiles": "CC=O.CCS",
  "elements": ["C", "C", "S", "H", "H", "H", "H", "H", "H", "O", "C", "C", "H", "H", "H", "H"],
  "xyz": [[1.90257, -0.54157, -0.69625], [1.89870, -0.10834, 0.74796], [1.73535, 1.73477, 1.06985], [2.74406, -0.04145, -1.10188], [0.99434, -0.14800, -1.28961], [1.88018, -1.67203, -0.73194], [1.29449, -0.73152, 1.38092], [2.93243, -0.26098, 1.22470], [0.40727, 1.66036, 1.00820], [-1.82311, -1.68112, 0.33479], [-2.40696, -0.65922, 0.38168], [-2.12491, 0.44073, -0.59264], [-3.16733, -0.37520, 1.20471], [-2.78667, 0.44293, -1.53869], [-1.10478, 0.43429, -1.02419], [-2.37563, 1.50635, -0.37761]],
  "mulliken_charge": [-0.75, -0.61, -0.16, 0.38, 0.13, 0.23, 0.37, 0.31, 0.07, -0.42, 0.20, -0.62, 0.27, 0.28, -0.02, 0.33]
}

It comes down to 2, which is 11.5 kcal/mol more stable than the next structure.